Formula: C10H16N3O2
Source: the Open Molecules 2025 dataset
Level of theory: ωB97M-V/def2-TZVPD

```
31
Properties=species:S:1:pos:R:3:forces:R:3:lowdin_charge:R:1
O 3.351 2.343 0.253 1.6 1.3 0.0 0.19
O -3.485 0.769 -0.757 -0.7 -2.1 -0.6 -0.11
N 1.165 1.520 0.341 1.2 0.1 -0.9 0.20
N 3.523 -0.181 -1.887 0.4 -1.3 -1.1 0.23
N -0.818 0.333 0.208 -2.1 -0.8 0.1 -0.02
C 1.904 -1.506 1.720 -2.9 -0.3 -1.4 -0.05
C -2.806 1.749 -0.148 1.4 2.4 0.3 -0.25
C 1.254 -0.585 -0.822 -0.5 0.5 1.4 -0.17
C -1.729 1.264 0.822 1.5 4.3 2.5 -0.12
C 2.547 1.571 -0.084 -2.6 -4.0 -1.0 -0.27
C 1.408 -1.759 0.199 -0.8 -0.4 2.7 -0.14
C 2.551 0.029 -1.185 -0.7 3.4 2.3 -0.18
C -1.737 -0.760 -0.160 3.3 -3.1 -0.5 -0.12
C -2.642 -0.338 -1.225 -5.5 -0.7 0.4 -0.12
C 0.436 0.488 -0.093 0.7 0.1 0.6 -0.21
H -1.090 -1.731 -0.397 -1.9 2.1 0.1 0.16
H -2.304 -0.952 0.733 -0.2 -0.4 0.3 0.14
H -3.516 2.504 0.338 1.0 -1.2 -0.6 0.17
H 0.886 2.346 0.885 -0.2 -0.8 -0.3 0.18
H 1.977 -2.509 2.054 0.9 -1.0 0.5 0.06
H -3.572 -1.077 -1.299 2.6 0.7 -0.4 0.19
H -1.080 2.266 1.055 -1.9 -2.3 -0.1 0.17
H -2.245 -0.110 -2.179 0.7 0.2 -0.9 0.12
H 0.999 -1.226 2.302 0.7 0.7 -0.3 0.08
H 3.699 -1.111 -2.261 0.9 0.3 -0.1 0.12
H -2.197 2.261 -0.908 -0.2 0.6 -0.1 0.13
H 0.333 -1.975 0.555 1.7 -0.6 -1.4 0.10
H 1.987 -2.673 -0.118 -1.0 1.2 -0.5 0.14
H -2.201 0.887 1.776 1.0 0.1 -0.9 0.16
H 2.740 -0.919 1.955 1.2 0.8 0.0 0.06
H 0.664 -0.918 -1.672 0.2 0.0 -0.3 0.16
```
Positions in Å, forces in eV/Å.

Summary:
* E_LUMO (spin up / spin down): -0.1347 / -0.2430 hartree
* charge: +1
* ⟨S²⟩: 2.021
* energy above the lowest of the compared OMol25 structures with the same formula, charge and spin: 36.68 kcal per mole
* HOMO-LUMO gap (spin up / spin down): 5.7 / 7.0 eV
* 2S+1: 3
* HOMO level (spin up / spin down): -9.38 / -13.64 eV